The following is a quantum chemistry calculation of C4H13N3 as an isolated structure, from the Open Molecules 2025 dataset.

## Properties
Gap between HOMO and LUMO = 9.2 eV
Net charge = 0

Cartesian coordinates (Å):
1 N -0.82265 1.76054 -0.66211
2 N -0.86266 1.45518 0.70824
3 N 0.40440 -1.25128 -1.23586
4 C 2.06781 0.29413 -0.11626
5 C -1.83139 -0.80207 0.65005
6 C 0.78212 -0.53507 -0.02898
7 C -0.67684 0.09631 1.03655
8 H -0.05557 1.05662 -1.01173
9 H 1.00320 -1.33765 0.68378
10 H -0.19651 2.05366 1.18285
11 H 2.92482 -0.34442 -0.34642
12 H -0.39812 0.02619 2.08856
13 H 1.05277 -2.00549 -1.44330
14 H -1.79743 -1.71769 1.23840
15 H 0.39259 -0.63777 -2.04078
16 H -1.69180 1.41460 -1.07545
17 H 2.26395 0.80203 0.82831
18 H 1.99740 1.05029 -0.89763
19 H -1.77425 -1.07886 -0.40252
20 H -2.78183 -0.29923 0.84429

---

The following is a quantum chemistry calculation of one molecule with the formula C4H13N3, from the Open Molecules 2025 dataset.

## Properties
Gap between HOMO and LUMO = 9.2 eV
Structure (SMILES) = CNCCNCN
Net charge = 0

Cartesian coordinates (Å):
1 N -0.73636 0.25231 2.97734
2 N 0.35368 0.32399 0.87134
3 N -0.18862 -1.18477 -1.41821
4 C -0.41281 0.26593 -1.52938
5 C 0.37198 0.99702 -0.43100
6 C 0.82055 -1.71232 -2.35010
7 C -0.10264 1.09672 1.99586
8 H -0.84810 0.69762 3.86153
9 H -0.19046 -0.51283 0.70426
10 H -0.73099 1.95606 1.73227
11 H -1.48449 0.44692 -1.51679
12 H -1.05398 -1.65562 -1.63213
13 H 1.36865 1.23681 -0.80377
14 H -0.05366 2.00060 -0.23615
15 H 0.47912 -1.62011 -3.38725
16 H 1.08097 -2.73719 -2.11546
17 H -0.97025 -0.71959 2.87783
18 H -0.03504 0.62887 -2.49420
19 H 0.78873 1.53441 2.47380
20 H 1.69372 -1.06498 -2.25408

---

The following is a quantum chemistry calculation of one molecule with the formula C4H13N3, from the Open Molecules 2025 dataset.

## Properties
Gap between HOMO and LUMO = 9.7 eV
Structure (SMILES) = NCCNCCN
Net charge = 0

Cartesian coordinates (Å):
1 N -0.09250 0.11575 0.44030
2 N 2.51580 -1.44417 0.79244
3 N -2.95607 0.47689 0.48292
4 C -2.17887 -0.23912 -0.59637
5 C 2.21281 -0.37902 -0.13193
6 C -0.75338 0.41093 -0.82281
7 C 1.22170 0.70515 0.46355
8 H -0.74096 0.47069 1.13075
9 H 3.42267 -1.85529 0.53754
10 H -3.61255 -0.18605 0.93211
11 H -2.66378 -0.39487 -1.53301
12 H 1.97206 -0.57165 -1.20010
13 H 1.56028 1.15170 1.45450
14 H -3.67220 1.09955 0.07718
15 H -0.87419 1.42465 -1.11715
16 H 3.17413 0.24104 -0.18316
17 H 1.20959 1.48719 -0.37873
18 H 2.62723 -1.04004 1.72235
19 H -0.35670 -0.16319 -1.69406
20 H -2.01506 -1.31012 -0.37635

---

Which HOMO belongs to each record? In order, -0.30228 -0.29731 -0.31344 Eh.
Which relative energy (zero: lowest compared OMol25 entry of this formula, charge and spin) belongs to each record? In order, 2.5742 1.5596 1.8260 eV.
Which E belongs to each record? In order, -8826.8384 -8827.8530 -8827.5866 eV.